{
  "formula": "C22H26N6O7Ti",
  "method": "ωB97M-V/def2-TZVPD",
  "species": ["Ti", "O", "O", "O", "O", "O", "O", "O", "N", "N", "N", "N", "N", "N", "C", "C", "C", "C", "C", "C", "C", "C", "C", "C", "C", "C", "C", "C", "C", "C", "C", "C", "C", "C", "C", "C", "H", "H", "H", "H", "H", "H", "H", "H", "H", "H", "H", "H", "H", "H", "H", "H", "H", "H", "H", "H", "H", "H", "H", "H", "H", "H"],
  "positions_angstrom": [[-1.4915, -0.1676, -0.6623], [-1.9138, -1.3952, 0.2852], [-0.2504, 0.5988, -4.7974], [-0.3196, -0.7710, -2.4512], [-2.2422, -1.8094, -2.0898], [-2.8187, 1.5279, 0.7687], [-3.9026, -0.0781, -0.3178], [-4.1211, 3.3060, 0.6295], [5.5225, -2.3583, 1.4179], [2.2617, 0.3206, 1.5561], [-2.0826, 1.4521, -1.8489], [0.3337, 0.0182, 0.5759], [4.8402, -1.3774, 0.9743], [4.4317, -0.6042, 2.0088], [3.6673, 0.5851, 1.7460], [5.5917, -2.2553, 2.7925], [-2.9342, 3.6614, -3.4915], [1.3329, 0.1258, 2.5628], [-3.3398, 3.5523, -2.1861], [-2.9601, 2.5044, -1.3361], [-3.9897, -0.7904, 1.1849], [-2.0485, -0.8643, -3.2855], [4.8913, -1.1176, 3.1850], [-0.8240, 0.3324, -3.5817], [6.2245, -3.0716, 3.7350], [-4.4263, -0.8411, -1.3767], [0.1469, -0.0577, 1.9443], [-2.0479, 2.6470, -3.9823], [6.1224, -2.6995, 5.0537], [-1.7021, 1.6400, -3.1665], [-3.6367, -2.0282, -1.8254], [5.4093, -1.5439, 5.4401], [2.2812, 0.4207, -0.9495], [1.6144, 0.2539, 0.3675], [4.7801, -0.7327, 4.5247], [-3.2741, 2.4127, 0.0286], [-4.9990, -1.1935, 1.2321], [-2.7422, -1.2071, -4.0568], [-4.4075, 3.9581, -0.0163], [-2.1888, 0.2243, -2.8666], [1.6100, 0.1250, 3.6023], [-4.1249, -2.4250, -2.7243], [6.5947, -3.2993, 5.8197], [3.1080, -0.2836, -1.0533], [-3.9832, 4.3370, -1.7997], [0.3888, -0.0608, -5.1006], [2.6699, 1.4345, -1.0678], [5.3566, -1.2913, 6.4909], [1.5501, 0.2251, -1.7289], [-0.5258, -0.9947, -3.7885], [3.7916, 1.2663, 2.5857], [-3.1948, -1.5533, 1.1496], [-3.6664, -2.7962, -1.0516], [-4.4915, -0.1380, -2.2177], [-5.4492, -1.1760, -1.1528], [6.7663, -3.9545, 3.4258], [4.0633, 1.0515, 0.8481], [-3.7489, -0.0861, 1.9655], [-1.6638, 2.6672, -4.9934], [-0.8267, -0.2511, 2.3559], [-3.2475, 4.4764, -4.1245], [4.2352, 0.1494, 4.8341]],
  "forces_ev_per_angstrom": [[-0.52, -0.32, -0.07], [2.76, -0.85, 0.51], [1.14, 0.13, 0.29], [4.26, 4.00, -0.26], [-0.16, 1.32, -1.62], [1.89, 0.52, 0.41], [-0.44, -2.14, 2.36], [0.15, -0.03, -0.02], [-0.01, -0.01, 0.00], [0.00, 0.15, 0.00], [0.04, 1.15, 0.87], [-0.09, 0.49, -0.16], [0.00, 0.00, 0.01], [0.14, 0.08, -0.05], [-0.05, -0.11, 0.01], [0.00, -0.01, 0.00], [0.04, -0.07, 0.17], [0.00, -0.01, 0.04], [-0.10, -0.03, -0.13], [-0.15, -0.23, -0.46], [-0.95, -0.13, -2.47], [-1.93, 0.00, -1.11], [-0.07, -0.04, 0.01], [-2.13, 1.10, 0.20], [0.00, 0.01, 0.00], [-0.65, 0.74, -0.06], [0.03, -0.09, -0.06], [0.23, -0.13, -0.47], [0.00, 0.00, 0.01], [3.53, -0.61, 0.25], [0.10, -0.95, -0.04], [0.00, 0.00, 0.00], [0.02, 0.02, 0.02], [-0.06, -0.01, -0.02], [0.00, 0.00, 0.00], [0.23, 0.19, -0.08], [-0.13, 0.24, 0.02], [0.03, 0.41, -0.21], [-0.05, 0.00, -0.03], [-3.35, -3.59, 0.30], [-0.01, 0.01, 0.00], [0.07, -0.09, 0.02], [0.00, 0.00, 0.00], [0.00, 0.00, 0.00], [-0.04, -0.02, 0.00], [-0.11, -0.12, 0.02], [-0.01, 0.00, 0.00], [0.00, 0.00, 0.00], [0.02, -0.01, 0.00], [-2.12, -1.81, 1.84], [0.02, -0.01, 0.00], [-1.42, 0.22, 0.37], [0.23, -0.09, -0.11], [-0.12, 0.09, 0.14], [0.05, -0.07, -0.06], [0.00, 0.00, 0.00], [-0.02, 0.01, 0.00], [-0.28, 0.63, -0.45], [-0.01, 0.01, 0.02], [0.00, 0.02, 0.02], [0.00, 0.01, 0.01], [0.00, 0.00, 0.00]],
  "lowdin_charge": [1.135, -0.381, 0.067, -0.267, -0.224, -0.044, -0.273, 0.093, 0.077, -0.011, -0.079, 0.030, 0.063, -0.054, -0.063, -0.228, -0.110, -0.027, -0.054, -0.192, 0.066, -0.096, -0.172, -0.325, -0.009, -0.227, -0.085, -0.033, -0.082, -0.261, -0.186, -0.079, 0.014, -0.301, -0.018, -0.495, 0.079, 0.137, 0.077, 0.056, 0.119, 0.130, 0.103, 0.083, 0.105, 0.127, 0.094, 0.105, 0.055, 0.254, 0.144, 0.029, 0.132, 0.134, 0.133, 0.116, 0.134, 0.072, 0.110, 0.114, 0.082, 0.105],
  "homo_ha": [-0.1748, -0.1749],
  "de_lowest_kj_mol": 1187.79,
  "lumo_ev": [0.045, 0.045],
  "homo_lumo_gap_ev": [4.80, 4.80],
  "e_tot_ev": -69611.5837
}

***

{
  "formula": "C22H27As2N4O8RhS",
  "method": "ωB97M-V/def2-TZVPD",
  "species": ["Rh", "As", "As", "S", "O", "O", "O", "O", "O", "O", "O", "O", "N", "N", "N", "N", "C", "C", "C", "C", "C", "C", "C", "C", "C", "C", "C", "C", "C", "C", "C", "C", "C", "C", "C", "C", "C", "C", "H", "H", "H", "H", "H", "H", "H", "H", "H", "H", "H", "H", "H", "H", "H", "H", "H", "H", "H", "H", "H", "H", "H", "H", "H", "H", "H"],
  "positions_angstrom": [[1.0728, -1.0686, -2.4564], [0.5144, 0.2701, -0.5422], [-1.3455, 1.5889, 2.3699], [-0.4793, -0.5464, -3.9991], [-0.4787, -1.7751, 3.5530], [-1.5692, 4.1777, 2.1101], [1.4593, 2.2709, -2.0595], [-2.2223, 0.4018, -1.6037], [-3.1819, 0.8788, 0.3943], [-0.0495, 3.9505, -1.8623], [0.3761, -2.0601, 1.5437], [0.2446, 4.8581, 0.9446], [2.3939, -2.1311, -1.3963], [-2.6385, -2.0667, -4.3483], [-1.1085, -2.8871, -2.8542], [0.0417, -2.7615, -2.2557], [1.7871, -3.1842, -0.7858], [2.4625, -3.9066, 0.1997], [-3.3584, 0.9886, -2.2462], [0.4638, 2.9582, -1.4488], [2.0298, 0.2496, 0.7035], [0.0087, 1.9045, 3.7877], [-0.9762, -0.2233, 1.7353], [1.9996, 2.7912, -3.2792], [-0.3410, -1.4016, 2.2977], [-0.5530, 4.0261, 1.2610], [4.4072, -2.5646, -0.2167], [-2.2843, 0.3833, -0.2605], [0.4464, -3.4866, -1.2433], [0.0581, 2.1545, -0.2591], [3.7740, -3.5807, 0.4931], [-1.4895, -1.9641, -3.6985], [-1.5321, -1.3267, 4.3909], [-1.7971, 5.4734, 2.6658], [-1.1315, -0.2386, 0.3377], [-0.4809, 2.5785, 0.8865], [3.6684, -1.8455, -1.1396], [-0.3820, -4.5434, -0.6206], [-2.2656, -2.1329, 4.4730], [5.4400, -2.3106, -0.0414], [-2.4221, 5.3117, 3.5418], [-1.3451, -4.6183, -1.1144], [-4.1906, 0.2814, -2.2307], [2.8757, 0.6681, 0.1510], [-3.6610, 1.8983, -1.7221], [0.1241, -5.5050, -0.6802], [1.9628, -4.7024, 0.7234], [-0.5292, -4.3065, 0.4337], [4.0967, -0.9988, -1.6708], [1.0197, 1.7755, 3.4069], [2.2712, -0.7571, 1.0409], [4.3080, -4.1163, 1.2601], [-2.9293, -1.3779, -5.0238], [1.8300, 0.8910, 1.5631], [-0.8447, 5.9341, 2.9351], [-3.0606, 1.2169, -3.2662], [1.2458, 3.3782, -3.8050], [-2.0317, -0.4223, 4.0185], [-3.2034, -2.8966, -4.2537], [2.3017, 1.9257, -3.8719], [-1.0986, -1.1460, 5.3740], [-0.1559, 1.2247, 4.6224], [-0.0958, 2.9230, 4.1618], [2.8646, 3.4201, -3.0636], [-2.3158, 6.0999, 1.9395]],
  "forces_ev_per_angstrom": [[-0.41, 0.38, -1.53], [-0.07, -1.35, 1.16], [-0.93, 0.12, 1.19], [-0.13, 0.27, -0.35], [0.37, -0.03, -0.63], [-0.06, -0.16, -0.29], [0.24, -0.38, 0.14], [0.19, -0.24, 0.61], [0.31, -0.67, -0.77], [0.23, -0.21, 0.09], [-0.37, 0.03, 0.69], [-0.09, -0.03, -0.02], [0.52, -0.51, 1.03], [-0.28, -0.10, -0.12], [-2.24, -0.97, -0.29], [1.42, 1.92, 1.15], [1.29, 0.16, 0.65], [-0.50, 0.26, -0.60], [-0.52, 0.35, -0.12], [-0.44, 0.41, 0.03], [0.15, -0.23, -0.20], [0.32, -0.28, -0.36], [-0.63, 0.94, -0.82], [0.12, 0.29, -0.49], [1.68, -1.07, -0.38], [0.30, 0.52, 0.00], [-0.22, -0.26, 0.18], [-1.58, 1.41, -0.15], [-0.79, -0.04, -0.48], [-0.23, 0.25, -0.35], [0.35, 0.33, -0.26], [1.08, 0.20, 0.48], [-0.68, 0.28, 0.53], [0.06, 0.60, 0.22], [1.22, -0.59, 0.80], [0.31, -0.74, -0.30], [0.03, 0.03, -0.03], [-0.05, -0.21, -0.30], [0.08, 0.15, -0.04], [0.08, 0.02, 0.03], [0.06, 0.05, -0.10], [0.01, 0.01, -0.02], [0.09, 0.07, -0.02], [-0.11, 0.05, 0.04], [0.08, -0.12, -0.14], [0.01, -0.13, 0.02], [-0.09, -0.12, 0.06], [0.08, 0.10, 0.06], [-0.06, -0.12, 0.05], [0.06, -0.01, 0.16], [-0.12, 0.07, -0.11], [0.07, -0.11, 0.09], [0.14, 0.00, 0.07], [-0.19, -0.04, -0.20], [-0.14, -0.03, 0.00], [0.05, -0.06, 0.05], [0.07, -0.10, 0.05], [0.16, -0.26, 0.09], [0.06, -0.05, 0.05], [-0.01, 0.17, 0.01], [-0.07, 0.06, -0.11], [-0.07, -0.05, -0.10], [-0.18, -0.03, -0.18], [-0.10, -0.08, 0.03], [0.06, -0.07, 0.05]],
  "lowdin_charge": [0.687, 1.347, 1.377, 0.681, 0.021, -0.136, -0.154, -0.132, 0.084, 0.193, 0.049, 0.179, -0.084, 0.146, 0.023, -0.105, -0.219, 0.038, -0.017, -0.498, -0.177, -0.221, -0.256, -0.006, -0.487, -0.532, 0.000, -0.582, -0.208, -0.203, 0.010, -0.758, -0.028, 0.003, -0.259, -0.206, -0.105, 0.024, 0.112, 0.128, 0.106, 0.088, 0.111, 0.051, 0.108, 0.110, 0.132, 0.101, 0.132, 0.023, 0.029, 0.131, 0.117, 0.039, 0.106, 0.087, 0.107, 0.064, 0.134, 0.091, 0.109, 0.027, 0.042, 0.112, 0.112],
  "homo_ha": [-0.5062, -0.4984],
  "lumo_ev": [-8.578, -8.632],
  "homo_lumo_gap_ev": [5.20, 4.93],
  "e_tot_ev": -181093.8564,
  "total_charge": 2
}